The following is a quantum chemistry calculation of a structure of composition C18H29ClORe, from the OMol25 dataset.

Structure (ORCA input):
```
! wB97M-V def2-TZVPD RIJCOSX def2/J DEFGRID3
* xyz 2 4
C -1.63537 3.48183 -1.69585
C -3.04855 3.42172 -1.11658
C -1.07826 4.88998 -1.49107
C -1.71519 3.17985 -3.19156
Cl -0.54708 2.21738 -0.85895
H -1.74120 5.60121 -2.00991
H -0.07325 4.96846 -1.90613
H -1.05225 5.13547 -0.42860
H -3.65720 4.18163 -1.63048
H -3.03343 3.62977 -0.04621
H -3.47934 2.43360 -1.28366
H -2.34957 3.94708 -3.66137
H -2.15764 2.19471 -3.34666
H -0.72214 3.20164 -3.64089
C 1.45661 -0.45605 2.62678
C 2.05854 0.83139 2.34542
C 1.00889 1.73540 1.93266
H 3.09104 1.13659 2.48274
C -0.24898 1.02031 2.02476
C 0.01681 -0.29885 2.49050
H -0.73156 -1.02933 2.78543
H 1.95792 -1.36492 2.97597
H 1.11736 2.78119 1.66448
H -1.21167 1.45667 1.80017
C 1.92210 -1.28248 -1.06233
C 2.90029 -1.17239 0.01797
C 3.32677 0.20491 0.06247
H 3.27081 -1.99672 0.63140
C 2.59154 0.94550 -0.92459
C 1.71920 0.02316 -1.61744
H 1.02189 0.29730 -2.39358
H 1.45199 -2.18276 -1.43058
H 4.11455 0.63924 0.67636
H 2.69556 2.00178 -1.16841
Re 1.26560 0.09489 0.52864
C 1.26162 -4.81834 -0.05141
C 0.02594 -4.03699 -0.48800
O -0.31347 -3.01827 0.47502
C -1.17142 -3.46792 1.54927
C -2.37209 -2.52899 1.59271
H 2.07373 -4.12402 0.19338
H 1.57734 -5.47348 -0.87486
H 1.04768 -5.45728 0.82444
H 0.25301 -3.47776 -1.41707
H -0.85084 -4.69548 -0.65965
H -1.44736 -4.53295 1.41408
H -0.58638 -3.35566 2.48041
H -3.03692 -2.67000 0.72568
H -2.94785 -2.71512 2.50569
H -2.01778 -1.49692 1.58939
*
```

The value obtained for the HOMO energy (spin up / spin down) is -15.554 / -15.523 eV. The lowest unoccupied orbital energy (spin up / spin down) is -6.473 / -10.205 eV. For the energy relative to the best compared isomer or geometry (same formula, charge and spin), the calculation gives 3.3 kJ/mol. The calculation puts the orbital gap (spin up / spin down) at 9.081 / 5.318 eV. Its total energy is -1316.26071 a.u.

Löwdin atomic charge list, values in e, 6 entries: C -0.861; C -0.097; C -0.095; C -0.098; Cl 0.674; H 0.110

=====

The following is a quantum chemistry calculation of an isolated molecule of C3H8N2S, from the OMol25 dataset.

Structure (ORCA input):
```
! wB97M-V def2-TZVPD RIJCOSX def2/J DEFGRID3
* xyz 0 1
N 0.19542 1.19598 -0.69732
C 0.16479 0.57318 0.61495
C 0.45140 -0.80466 0.57648
N 0.78618 -1.20664 -0.88336
C -0.95461 -0.28277 0.85911
S -2.24168 -0.28103 -0.33783
H -0.47525 1.86745 -0.70919
H 1.00894 1.90359 -0.52711
H 0.57049 1.40248 1.46266
H 0.87793 -1.43908 1.44617
H 1.54037 -1.80951 -0.59358
H 1.02081 -0.34844 -1.36446
H -1.66865 -0.27457 1.77708
H -1.27614 -0.49598 -1.62359
*
```

The value obtained for the HOMO energy is -8.267 eV. The lowest unoccupied orbital energy is 0.679 eV. As for the SMILES: N[C@@H]1[C@H](N)[C@@H]1S. For the energy relative to the best compared isomer or geometry (same formula, charge and spin), the calculation gives 440.1 kJ/mol. The calculation puts the orbital gap at 8.946 eV. Its total energy is -626.65565 a.u.

Löwdin atomic charge list, values in e, 6 entries: N -0.026; C -0.474; C -0.282; N 0.028; C -0.653; S 0.663

=====

The following is a quantum chemistry calculation of a structure of composition C32H70NbO14P2S, from the OMol25 dataset.

Structure (ORCA input):
```
! wB97M-V def2-TZVPD RIJCOSX def2/J DEFGRID3
* xyz -1 1
C 1.07114 -6.86827 0.20709
C 1.00830 -6.01857 1.35174
C 1.05022 -4.94926 2.63733
Nb -0.73016 -3.55971 2.37443
C 0.05946 -1.97078 3.78706
C 1.68426 -1.89318 3.96011
C 2.42050 -0.98763 2.76139
C 3.59609 -1.80357 1.96059
C 4.14578 -1.02604 0.59819
C 3.52432 -1.61533 -0.79911
C 3.85090 -3.19747 -1.09306
C 2.63986 -4.01993 -1.84366
O 3.04345 -5.32994 -2.39890
C 2.05138 -5.84951 -3.35458
C 0.41560 -5.79341 -3.18495
O 2.54695 -6.45820 -4.46810
C -1.69404 -4.57187 4.20228
C -2.48992 -5.96043 3.86579
C -3.67363 -5.84220 2.74076
S -4.87331 -4.42606 2.98225
O -4.67710 -3.41633 1.82068
O -4.88190 -3.79976 4.39646
O -6.46508 -5.08867 2.75316
C 0.19628 -2.52056 0.52968
O -0.54013 -2.77913 -0.72131
C -1.64986 -1.80658 -0.90705
C -1.18096 -0.36776 -1.54392
C -1.43622 0.82066 -0.39549
H 1.51110 -7.62130 -0.60648
H 2.10523 -4.44568 2.58663
H 0.90615 -5.61166 3.59152
H -2.21205 -2.54878 2.09822
H -1.42630 -4.77890 1.21295
H -0.40277 -2.16901 4.86717
H -0.41605 -0.92966 3.44735
H 1.87851 -1.26190 4.95552
H 2.21974 -2.92349 4.14285
H 1.62144 -0.49664 2.02668
H 2.96001 -0.05541 3.27660
H 3.21352 -2.84896 1.60050
H 4.51576 -1.98108 2.67440
H 3.83691 0.10059 0.70576
H 5.31573 -1.10650 0.63010
H 4.04771 -1.00285 -1.68009
H 2.36078 -1.40485 -0.83422
H 4.78822 -3.25748 -1.79945
H 4.13589 -3.81579 -0.12170
H 2.22715 -3.38578 -2.74326
H 1.70278 -4.23611 -1.14524
H -0.02917 -5.85187 -4.29074
H 0.02381 -4.76021 -2.75512
H -0.03095 -6.70539 -2.57648
H -2.30428 -3.77011 4.79640
H -0.77917 -4.87102 4.90863
H -1.74808 -6.81353 3.50878
H -2.99236 -6.31768 4.88810
H -3.30030 -5.81127 1.62597
H -4.31787 -6.84356 2.82941
H -6.31130 -5.98184 2.28105
H 1.34401 -2.81905 0.47934
H 0.08200 -1.35890 0.74637
H -2.38511 -2.29861 -1.70501
H -2.27153 -1.68211 0.07640
H -1.77518 -0.06482 -2.53366
H -0.02383 -0.30895 -1.78754
H -1.76282 0.37267 0.63620
H -2.29776 1.56430 -0.74094
H -0.46202 1.47726 -0.21806
O -6.52562 5.60330 1.16709
P -6.76262 4.59222 0.01870
O -5.23396 3.95718 0.07600
C -4.94911 2.99464 1.07229
C -5.58056 1.65574 0.73805
O -6.45509 5.70594 -1.18939
C -6.77086 7.07742 -0.97296
C -5.55435 7.84713 -0.48159
O -7.02744 3.46250 -1.26446
C -8.37095 3.33883 -1.70612
C -8.86412 4.57523 -2.43687
H -5.28506 3.35389 2.05141
H -3.86134 2.88408 1.11434
H -6.67296 1.71776 0.78053
H -5.25020 0.88747 1.44132
H -5.31223 1.34503 -0.27795
H -7.61395 7.17435 -0.27922
H -7.10226 7.49818 -1.92568
H -5.02900 7.32971 0.32461
H -5.84231 8.84254 -0.12801
H -4.82805 7.96486 -1.29506
H -9.01547 3.11073 -0.84997
H -8.40653 2.48346 -2.38870
H -9.02265 5.40075 -1.73622
H -9.81799 4.37879 -2.93492
H -8.13729 4.91139 -3.18322
O 5.61971 2.01409 -1.25010
P 6.34750 3.34971 -1.53934
O 5.77632 4.11431 -0.18564
C 6.41756 3.85345 1.04763
C 7.76414 4.54917 1.12375
O 5.16549 3.90940 -2.58052
C 4.42143 2.97794 -3.35916
C 3.11046 2.61917 -2.67622
O 7.16069 4.84208 -1.86253
C 8.09906 4.81192 -2.92739
C 7.43917 4.65709 -4.28624
H 6.52456 2.77318 1.19650
H 5.76521 4.23481 1.83899
H 8.46656 4.12036 0.40144
H 8.19311 4.45027 2.12384
H 7.66282 5.61392 0.88537
H 5.02139 2.08512 -3.56990
H 4.20853 3.44437 -4.32438
H 3.24079 2.38270 -1.61755
H 2.63802 1.76337 -3.16936
H 2.41808 3.46888 -2.71778
H 8.82154 4.00703 -2.75251
H 8.64364 5.76146 -2.90174
H 7.05035 3.64214 -4.41366
H 8.15770 4.83748 -5.09103
H 6.59842 5.34882 -4.40020
*
```

The value obtained for the HOMO energy is -4.617 eV. The lowest unoccupied orbital energy is -0.672 eV. The calculation puts the orbital gap at 3.945 eV. Its total energy is -3451.67644 a.u.

Löwdin atomic charge list, values in e, 6 entries: C -0.027; C -0.208; C -0.392; Nb 1.604; C -0.415; C -0.293

=====

The following is a quantum chemistry calculation of a structure of composition C38H52CdN5O4S, from the OMol25 dataset.

Structure (ORCA input):
```
! wB97M-V def2-TZVPD RIJCOSX def2/J DEFGRID3
* xyz -1 1
Cd 0.36751 -0.11978 -0.46114
C -1.90469 0.19636 -0.18803
C -2.02796 1.40874 0.60480
C -2.33377 2.45205 -0.27740
C -2.50324 1.87011 -1.56807
C -2.31029 0.51139 -1.52870
C -2.72291 -0.48151 -2.59369
C -4.24805 -0.36859 -2.76860
C -2.06415 -0.17614 -3.94471
C -2.41856 -1.92107 -2.16944
C -2.46723 3.96947 -0.10334
C -1.20835 4.62116 0.48763
C -2.69190 4.66111 -1.46352
C -3.67570 4.35695 0.76822
C -2.22939 1.24998 2.11101
C -1.68492 -0.08718 2.63501
C -3.75207 1.20412 2.34588
C -1.59808 2.34226 2.98034
H -2.14310 -0.76825 0.23266
H -2.81025 2.40778 -2.44932
H -4.51863 0.58354 -3.21645
H -4.73673 -0.44069 -1.80049
H -4.61965 -1.17144 -3.40529
H -2.17072 0.87858 -4.18568
H -2.52376 -0.75655 -4.74537
H -1.00556 -0.41257 -3.92194
H -3.01396 -2.18214 -1.29639
H -1.36873 -2.03997 -1.91647
H -2.67309 -2.61647 -2.97078
H -0.33548 4.40725 -0.12099
H -0.99274 4.26872 1.48523
H -1.33719 5.70395 0.52838
H -1.91637 4.39376 -2.17618
H -2.66437 5.74389 -1.32645
H -3.66093 4.39937 -1.88407
H -3.50715 4.11711 1.81302
H -4.56860 3.83498 0.42804
H -3.85772 5.43120 0.70122
H -2.22946 -0.93163 2.22310
H -1.80379 -0.13208 3.71911
H -0.63128 -0.20785 2.40047
H -4.18255 0.39248 1.76231
H -4.22612 2.12517 2.02832
H -3.97317 1.02947 3.39995
H -0.55393 2.47043 2.70698
H -1.65175 2.07857 4.03884
H -2.10832 3.28974 2.85758
C 2.14440 -3.42571 -3.21752
C 2.84420 -2.66299 -4.14018
C 2.57798 -1.31046 -4.22618
C 1.60614 -0.75844 -3.38930
N 0.92419 -1.50363 -2.51968
C 1.19704 -2.79165 -2.42628
C 1.26616 0.67373 -3.46487
C 1.37720 1.38528 -4.66526
C 1.04735 2.72426 -4.68115
C 0.63463 3.32439 -3.50196
C 0.50387 2.53203 -2.37202
N 0.77845 1.24281 -2.36572
H 2.33189 -4.48369 -3.11133
H 3.59293 -3.11213 -4.78065
H 3.14064 -0.67484 -4.89279
H 0.63760 -3.33710 -1.67799
H 1.70955 0.89054 -5.56505
H 1.12152 3.29391 -5.59862
H 0.42027 4.38005 -3.45717
H 0.18789 2.94230 -1.42668
O 3.60994 1.09891 -2.58823
N 3.62682 0.78623 -1.37848
O 2.88056 -0.16739 -0.99680
C 4.09112 -5.10587 5.31805
C 3.26239 -4.42489 4.26705
C 1.88613 -4.32361 4.37423
C 1.13772 -3.64858 3.41609
C -0.34960 -3.54165 3.57538
C 1.78646 -3.06918 2.32642
C 3.17290 -3.17738 2.19243
C 3.89181 -2.61053 1.00420
C 3.88877 -3.86021 3.16425
C 1.02839 -2.20664 1.32995
O 0.21947 -2.70220 0.54143
O 1.29215 -0.98103 1.42944
H 3.46232 -5.52542 6.10080
H 4.77780 -4.39014 5.77339
H 4.68956 -5.90327 4.87564
H 1.38253 -4.77845 5.21814
H -0.75416 -4.43021 4.05641
H -0.81427 -3.41646 2.60135
H -0.60012 -2.67475 4.19157
H 3.89236 -3.34020 0.19249
H 4.93009 -2.38206 1.24647
H 3.40139 -1.71612 0.62546
H 4.96345 -3.95391 3.06888
N 3.81435 1.29746 1.33723
C 2.57105 1.50349 1.79767
N 2.27277 1.04123 3.04219
S 1.51352 2.48203 0.97706
H 4.34229 0.53737 1.74349
H 3.93859 1.42502 0.32619
H 2.71953 0.17046 3.29524
H 1.28685 1.07350 3.25973
*
```

The value obtained for the HOMO energy is -4.016 eV. The lowest unoccupied orbital energy is 2.595 eV. The calculation puts the orbital gap at 6.611 eV. Its total energy is -2619.96200 a.u.

Löwdin atomic charge list, values in e, 6 entries: Cd 1.466; C -0.194; C -0.180; C -0.148; C -0.067; C -0.267

=====

The following is a quantum chemistry calculation of a cluster of 4 separate species, C19H20N5O3P in total, from the OMol25 dataset.

Structure (ORCA input):
```
! wB97M-V def2-TZVPD RIJCOSX def2/J DEFGRID3
* xyz 0 1
N 1.37748 2.93282 1.19591
C 1.52341 3.30368 -0.05892
C 1.39680 3.94059 -1.56709
C -0.11953 4.38003 -2.00884
C -0.43653 5.97373 -1.65260
N -0.64774 7.09502 -1.03048
P -1.51498 3.24699 -1.36552
O -1.68564 3.23579 0.21694
O -3.02769 3.93638 -1.99215
O -1.35090 1.65424 -2.07563
H 1.93522 3.25214 -2.37397
H 2.04059 4.94597 -1.55299
H -0.15517 4.32103 -3.20021
H -3.20301 4.70112 -1.33710
H -1.04400 1.73321 -3.04213
C -4.36693 -0.71762 -1.46515
C -3.88375 0.10273 -0.45122
C -4.18455 -0.22912 0.86009
N -4.92457 -1.30315 1.21248
C -5.38130 -2.07987 0.20622
C -5.13043 -1.83224 -1.13380
H -4.15061 -0.49026 -2.50494
H -3.28687 0.97924 -0.67645
H -3.82778 0.37800 1.68700
H -5.97523 -2.93536 0.51555
H -5.52113 -2.49158 -1.90054
C -0.13710 -1.72490 3.26784
C -1.29584 -1.63287 2.50406
C -1.29308 -2.19598 1.23795
N -0.22726 -2.82743 0.69883
C 0.88394 -2.89943 1.46336
C 0.97651 -2.37086 2.74084
H -0.10191 -1.29666 4.26535
H -2.18010 -1.13505 2.88554
H -2.17425 -2.15311 0.60443
H 1.72719 -3.40982 1.00650
H 1.89432 -2.45983 3.31089
C 6.24064 -1.59463 -0.04251
C 6.11451 -2.47549 1.02646
C 4.90671 -3.13351 1.19488
N 3.84045 -2.96661 0.38212
C 3.99234 -2.10377 -0.64593
C 5.16074 -1.40298 -0.89820
H 7.17254 -1.06169 -0.20739
H 6.93699 -2.64600 1.71181
H 4.75991 -3.83342 2.01234
H 3.12032 -1.98563 -1.28306
H 5.22727 -0.72385 -1.74059
*
```

The value obtained for the HOMO energy is -9.013 eV. The lowest unoccupied orbital energy is -0.770 eV. As for the SMILES: N#CC[C@H](C#N)P(=O)(O)O.c1ccncc1.c1ccncc1.c1ccncc1. The calculation puts the orbital gap at 8.243 eV. Its total energy is -1576.70594 a.u.

Löwdin atomic charge list, values in e, 6 entries: N 0.110; C -0.131; C -0.176; C -0.327; C -0.121; N 0.110